Record 1
Computed, not measured: a single C3H2S molecule, with ωB97M-V/def2-TZVPD.

CARTESIAN COORDINATES (ANGSTROEM)
C -1.73 -0.04 0.00
C -3.01 0.04 0.05
C -0.27 0.02 -0.05
S -4.92 0.00 -0.01
H 0.43 0.92 -0.21
H 0.11 -0.95 0.46

## Properties
- Gap between HOMO and LUMO (spin up / spin down): 8.8502 / 6.7122 eV
- Highest occupied orbital energy (spin up / spin down): -0.303 / -0.353 Eh
- Multiplicity: 3
- F_max: 5.20 eV/Å
- Expectation value of S²: 2.031
- Net charge: 0
- LUMO level (spin up / spin down): 0.61 / -2.89 eV
- Relative energy (zero: lowest compared OMol25 entry of this formula, charge and spin): 0.000 eV
- E_tot: -13973.0087 eV

***

Record 2
Computed, not measured: a molecular structure, C3H2S2, with ωB97M-V/def2-TZVPD.

CARTESIAN COORDINATES (ANGSTROEM)
C -0.45 0.56 -0.11
C -1.08 -0.64 0.06
C 0.92 0.01 0.03
S 2.84 1.00 -0.01
S 0.39 -1.68 -0.05
H -0.59 1.63 -0.21
H -2.03 -0.87 0.29

## Properties
- Gap between HOMO and LUMO (spin up / spin down): 6.6027 / 6.6096 eV
- Highest occupied orbital energy (spin up / spin down): -0.323 / -0.323 Eh
- Multiplicity: 1
- F_max: 6.15 eV/Å
- Net charge: 0
- LUMO level (spin up / spin down): -2.19 / -2.18 eV
- Relative energy (zero: lowest compared OMol25 entry of this formula, charge and spin): 2.970 eV
- E_tot: -24808.5104 eV

***

Record 3
Computed, not measured: 11 unconnected molecules or ions with the total composition C3H30N2O11, with ωB97M-V/def2-TZVPD.

CARTESIAN COORDINATES (ANGSTROEM)
C 0.36 0.16 1.59
C 1.29 1.31 1.18
O 0.60 2.41 0.65
N -0.44 -0.28 0.45
C -1.37 -1.37 0.79
N -2.40 -1.57 -0.22
H -0.33 0.55 2.33
H 0.95 -0.65 2.05
H 1.86 1.68 2.05
H 2.03 1.02 0.41
H -0.39 2.33 0.71
H 0.12 -0.52 -0.34
H -1.92 -1.11 1.72
H -0.85 -2.33 0.96
H -2.00 -1.98 -1.05
H -2.83 -0.69 -0.49
H 2.07 -2.68 -0.37
H 3.06 -3.59 0.39
O 2.58 -2.77 0.50
H -2.46 3.11 0.78
H -2.46 1.66 1.34
O -2.07 2.25 0.63
H 0.72 -2.44 -2.25
H 2.02 -1.67 -2.23
O 1.63 -2.55 -1.94
H -0.09 1.86 -2.15
H 0.86 2.42 -1.08
O 0.82 2.20 -2.05
H 3.64 -1.13 0.17
H 4.94 -0.58 -0.44
O 4.05 -0.32 -0.17
H -1.04 -1.19 3.61
H -1.37 -0.58 4.97
O -1.76 -0.82 4.13
H -1.20 -0.04 -2.70
H 0.00 -0.51 -3.57
O -0.84 -0.80 -3.19
H 1.89 0.84 -2.26
H 3.05 0.05 -1.64
O 2.42 0.00 -2.39
H -2.73 0.25 3.12
H -3.96 0.22 2.24
O -3.29 0.83 2.55
H -2.49 1.97 -2.29
H -1.78 1.56 -0.97
O -1.79 1.41 -1.95

## Properties
- Gap between HOMO and LUMO: 9.3003 eV
- Highest occupied orbital energy: -0.337 Eh
- Multiplicity: 1
- F_max: 1.22 eV/Å
- Net charge: 0
- LUMO level: 0.13 eV
- SMILES: NCNCCO.O.O.O.O.O.O.O.O.O.O
- Relative energy (zero: lowest compared OMol25 entry of this formula, charge and spin): 0.000 eV
- E_tot: -29102.4487 eV

***

Record 4
Computed, not measured: 13 unconnected molecules or ions with the total composition C3H30NO14, with ωB97M-V/def2-TZVPD.

CARTESIAN COORDINATES (ANGSTROEM)
C -2.91 0.75 0.54
N -1.99 0.35 -0.40
C -0.59 0.06 -0.03
C 0.00 -0.91 -1.07
O 1.39 -0.79 -1.15
O -3.99 1.20 0.18
H -2.64 0.57 1.58
H -2.06 0.71 -1.34
H -0.57 -0.38 0.96
H -0.02 0.98 -0.01
H -0.44 -0.67 -2.05
H -0.26 -1.93 -0.78
H 2.01 -0.47 0.09
H 3.48 -0.50 0.87
O 2.58 -0.19 0.97
H -1.23 -0.29 3.78
H 0.29 -0.45 3.50
O -0.42 0.22 3.74
H -2.38 -1.37 0.40
H -2.78 -2.78 -0.07
O -2.42 -2.29 0.68
H 0.01 1.47 -3.10
H -1.09 2.49 -2.73
O -0.92 1.72 -3.29
H 0.65 -3.48 0.54
H -0.77 -2.97 1.14
O 0.11 -3.35 1.37
H -3.04 -0.38 -3.06
H -2.00 0.43 -3.83
O -2.68 -0.28 -3.95
H 0.95 -2.31 2.42
H 1.86 -1.10 2.29
O 1.40 -1.63 2.98
H 1.73 -2.41 -1.08
H 2.65 -3.49 -0.54
O 1.75 -3.39 -0.86
H 0.90 2.69 2.08
H -0.16 1.83 2.92
O -0.05 2.59 2.31
H 1.60 0.50 -1.85
H 2.48 1.55 -2.68
O 1.64 1.50 -2.18
H -0.31 3.12 -0.20
H 0.67 2.80 -1.40
O 0.01 3.45 -1.05
H 2.60 1.51 1.34
H 2.42 2.83 0.55
O 2.52 2.49 1.45

## Properties
- Gap between HOMO and LUMO: 9.6502 eV
- Highest occupied orbital energy: -0.261 Eh
- Multiplicity: 1
- F_max: 1.91 eV/Å
- Net charge: -1
- LUMO level: 2.54 eV
- Relative energy (zero: lowest compared OMol25 entry of this formula, charge and spin): 0.111 eV
- E_tot: -33758.0289 eV

***

Record 5
Computed, not measured: 13 unconnected molecules or ions with the total composition C3H30O14, with ωB97M-V/def2-TZVPD.

CARTESIAN COORDINATES (ANGSTROEM)
O 3.26 1.61 0.43
C 2.58 0.60 0.54
O 3.16 -0.36 1.39
C 1.38 0.10 0.02
C 1.01 0.96 -1.24
H 4.10 -0.26 1.64
H 0.55 0.11 0.80
H 1.58 -0.91 -0.15
H -0.04 0.98 -1.14
H 1.00 0.59 -2.21
H 1.51 1.92 -1.17
H 1.65 -1.44 2.36
H 0.07 -1.67 2.51
O 0.87 -1.44 2.98
H 1.76 3.12 0.06
H 0.94 4.22 -0.37
O 0.88 3.52 0.17
H 2.02 1.46 3.37
H 1.38 0.16 3.65
O 1.49 1.02 3.89
H -0.52 -4.11 0.62
H -1.07 -3.39 -0.48
O -0.44 -4.03 -0.32
H -2.87 0.70 1.20
H -2.93 0.23 -0.27
O -3.01 -0.04 0.65
H -2.17 -1.34 2.82
H -2.03 -1.31 1.27
O -1.61 -1.63 2.16
H -0.86 1.42 3.45
H -2.16 1.05 4.01
O -1.73 1.47 3.22
H 0.56 -2.75 -2.56
H 1.93 -3.34 -2.87
O 1.48 -2.57 -3.07
H -2.31 -0.94 -2.54
H -3.41 -1.58 -1.68
O -2.46 -1.59 -1.71
H -0.58 2.57 0.27
H -1.62 2.24 1.21
O -1.51 2.39 0.21
H -1.89 1.25 -2.91
H -1.08 0.20 -3.86
O -1.95 0.52 -3.42
H 1.16 0.82 -4.47
H 1.21 -0.55 -3.94
O 0.70 0.03 -4.55

## Properties
- Gap between HOMO and LUMO: 11.1334 eV
- Highest occupied orbital energy: -0.402 Eh
- Multiplicity: 1
- F_max: 7.10 eV/Å
- Net charge: 0
- LUMO level: 0.18 eV
- Relative energy (zero: lowest compared OMol25 entry of this formula, charge and spin): 1.218 eV
- E_tot: -32261.8499 eV

***

Record 6
Computed, not measured: 13 unconnected molecules or ions with the total composition C3H32N2O14, with ωB97M-V/def2-TZVPD.

CARTESIAN COORDINATES (ANGSTROEM)
N -1.19 2.02 2.78
C -1.18 0.82 1.95
C -2.59 0.23 1.90
O -2.59 -1.18 1.82
C -0.65 1.19 0.55
N -0.13 2.41 0.34
O -0.47 0.29 -0.27
H -1.57 1.82 3.70
H -0.25 2.37 2.91
H -0.52 -0.03 2.17
H -3.14 0.67 1.06
H -3.10 0.48 2.82
H -2.55 -1.45 0.89
H 0.36 2.59 -0.52
H -0.59 3.22 0.74
H 0.36 -0.48 -2.35
H 1.04 0.57 -3.20
O 0.96 -0.39 -3.10
H -0.48 2.71 -2.45
H 0.58 3.03 -3.50
O 0.43 3.12 -2.54
H 2.23 -0.75 4.26
H 1.94 -0.13 2.90
O 1.50 -0.60 3.65
H -1.89 -1.14 -3.61
H -2.45 -1.05 -2.19
O -2.46 -0.59 -3.07
H 1.37 -2.74 -2.41
H 2.62 -2.70 -1.66
O 1.93 -3.34 -1.89
H 2.32 3.38 -2.09
H 3.29 2.17 -1.97
O 3.21 3.06 -2.32
H 1.08 -0.79 0.23
H 2.24 -1.56 0.77
O 2.05 -0.84 0.15
H -1.73 -2.73 -0.75
H -1.24 -1.27 -0.44
O -2.02 -1.80 -0.70
H 0.36 -4.15 -0.64
H 0.00 -3.47 0.67
O -0.39 -4.01 -0.04
H 0.51 -1.98 2.85
H -0.90 -2.46 2.47
O 0.00 -2.38 2.13
H 3.16 0.73 1.18
H 4.07 1.26 2.34
O 3.46 0.56 2.09
H -2.79 2.33 -2.21
H -2.21 1.01 -2.76
O -2.00 1.98 -2.64

## Properties
- Gap between HOMO and LUMO: 10.2865 eV
- Highest occupied orbital energy: -0.376 Eh
- Multiplicity: 1
- F_max: 1.49 eV/Å
- Net charge: 0
- LUMO level: 0.05 eV
- Relative energy (zero: lowest compared OMol25 entry of this formula, charge and spin): 0.000 eV
- E_tot: -35278.2725 eV

***

Record 7
Computed, not measured: 14 unconnected molecules or ions with the total composition C3H35NO14, with ωB97M-V/def2-TZVPD.

CARTESIAN COORDINATES (ANGSTROEM)
C -0.14 1.55 -0.25
N -1.50 1.22 0.26
C -2.16 2.21 1.06
O -1.34 2.76 2.11
C 0.90 0.91 0.67
H -0.12 2.62 -0.45
H -0.08 1.08 -1.23
H -1.49 0.31 0.68
H -3.09 1.86 1.51
H -2.38 3.05 0.40
H -0.80 1.99 2.37
H 1.28 -0.08 0.41
H 0.57 0.72 1.68
H 1.70 1.63 0.75
H 2.20 -0.19 -1.39
H 1.33 -1.19 -2.16
O 2.27 -0.91 -2.01
H -2.40 -2.46 2.07
H -2.02 -1.73 0.75
O -1.65 -2.09 1.58
H 1.07 -3.07 -1.45
H -0.11 -3.70 -2.30
O 0.54 -2.99 -2.26
H 1.76 3.70 2.74
H 0.49 3.04 2.11
O 1.30 3.56 1.90
H 2.65 1.06 -3.47
H 1.88 1.92 -2.41
O 1.77 1.28 -3.12
H 0.97 4.39 -1.08
H 2.26 4.28 -0.31
O 1.93 4.23 -1.22
H 3.10 -2.17 -0.46
H 2.15 -3.05 0.53
O 2.54 -2.18 0.34
H -3.43 0.31 -2.40
H -3.95 0.40 -1.01
O -4.00 -0.18 -1.80
H 1.16 -0.64 -3.92
H 0.51 0.27 -4.80
O 0.47 -0.66 -4.56
H -3.37 -1.64 -1.11
H -2.50 -3.05 -1.35
O -2.85 -2.40 -0.74
H -0.46 0.52 4.53
H 0.69 0.34 3.56
O -0.06 0.92 3.75
H 0.14 -1.97 2.39
H 1.43 -2.33 3.12
O 0.64 -1.76 3.21
H -0.42 -3.24 1.08
H 0.23 -4.68 0.86
O 0.40 -3.73 0.87

## Properties
- Gap between HOMO and LUMO: 9.1416 eV
- Highest occupied orbital energy: -0.336 Eh
- Multiplicity: 1
- F_max: 2.21 eV/Å
- Net charge: 0
- LUMO level: 0.00 eV
- Relative energy (zero: lowest compared OMol25 entry of this formula, charge and spin): 3.984 eV
- E_tot: -33833.8745 eV

***

Record 8
Computed, not measured: 15 unconnected molecules or ions with the total composition C3H35NO15S2, with ωB97M-V/def2-TZVPD.

CARTESIAN COORDINATES (ANGSTROEM)
S 3.35 -0.87 3.60
S 1.44 -0.44 3.78
C 0.61 -1.52 2.50
C 0.99 -1.29 1.04
C -0.15 -1.68 0.07
N -0.79 -0.67 -0.57
O -0.63 -2.81 -0.04
H 4.00 -0.90 2.38
H 0.83 -2.47 2.92
H -0.45 -1.28 2.56
H 1.79 -1.91 0.60
H 1.21 -0.26 0.87
H -0.63 0.30 -0.37
H -1.72 -0.93 -1.00
H 2.96 1.05 -1.24
H 4.36 0.44 -1.03
O 3.70 1.01 -0.63
H 1.20 1.35 -4.05
H 0.19 0.56 -3.32
O 0.35 0.88 -4.23
H -0.32 3.19 -1.72
H -0.46 3.95 -0.50
O 0.15 3.91 -1.26
H 1.34 3.35 -2.81
H 2.79 3.31 -3.43
O 1.96 2.83 -3.34
H -3.21 -1.06 -3.20
H -3.13 -2.44 -2.41
O -3.05 -1.49 -2.35
H -1.25 -3.84 1.68
H -0.48 -4.34 2.87
O -1.05 -3.60 2.60
H -2.20 2.25 -2.32
H -1.96 1.91 -0.79
O -1.59 1.85 -1.69
H -0.59 2.07 1.79
H 0.88 2.72 1.34
O -0.08 2.79 1.43
H -0.58 -1.82 -3.42
H -0.02 -2.63 -2.13
O 0.13 -2.37 -3.05
H -1.55 0.89 -3.83
H -2.25 0.85 -5.11
O -2.33 0.45 -4.23
H -0.28 2.82 4.34
H -1.34 2.87 3.25
O -1.01 2.32 3.96
H -2.11 0.27 1.11
H -2.63 1.62 1.41
O -2.68 0.95 0.71
H 2.37 -3.24 -0.58
H 2.22 -2.35 -1.92
O 2.77 -2.60 -1.18
H -4.59 0.76 -1.93
H -5.71 1.12 -0.95
O -5.00 1.50 -1.47

## Properties
- Gap between HOMO and LUMO: 8.1525 eV
- Highest occupied orbital energy: -0.304 Eh
- Multiplicity: 1
- F_max: 3.47 eV/Å
- Net charge: 0
- LUMO level: -0.12 eV
- Relative energy (zero: lowest compared OMol25 entry of this formula, charge and spin): 0.000 eV
- E_tot: -57552.1133 eV